The following is a quantum chemistry calculation of Br4OV as an isolated structure at a distorted geometry, from OMol25.

The geometry in XYZ format:
```
6
Properties=species:S:1:pos:R:3:forces:R:3:mulliken_charge:R:1
O 1.627 0.113 -0.181 -1.0 -1.1 1.2 -0.38
V 0.210 -0.377 0.291 0.7 2.8 -2.5 0.83
Br -2.321 -0.977 0.962 0.8 -0.1 0.0 -0.54
Br 0.542 -2.267 -1.873 -0.3 0.3 1.0 -0.66
Br 0.498 1.742 2.331 -0.1 -1.0 -0.4 -0.68
Br -0.556 1.766 -1.530 0.0 -0.9 0.6 -0.57
```
Forces are in eV/Å.

Calculated total energy: -307910.1760 eV
LUMO (alpha / beta): 0.18608 / 0.20142 Ha
2S+1: 2
HOMO level (alpha / beta): -0.0721 / -0.0722 hartree
Total charge: -2
Relative energy (zero: lowest compared OMol25 entry of this formula, charge and spin): 31.9 kcal per mole



The following is a quantum chemistry calculation of a 2-piece molecular cluster, CH3Br3P overall at a distorted geometry, from OMol25.

The geometry in XYZ format:
```
8
Properties=species:S:1:pos:R:3:forces:R:3:mulliken_charge:R:1
C -1.819 -0.437 0.173 1.0 -1.8 -3.8 -0.35
P 1.122 0.547 -0.209 1.4 -0.9 0.2 0.36
Br 2.093 -1.064 -1.522 -0.8 1.1 1.0 0.03
Br 2.306 2.347 -0.695 -0.7 -0.8 0.3 -0.02
Br 1.699 -0.105 1.928 -0.5 0.6 -1.6 0.04
H -2.494 -0.654 -0.711 0.8 0.3 1.2 0.29
H -2.050 0.301 0.826 -0.8 2.0 2.2 0.37
H -0.858 -0.934 0.210 -0.4 -0.5 0.5 0.27
```
Forces are in eV/Å.

Calculated total energy: -220492.2958 eV
LUMO (alpha / beta): -0.26944 / -0.32395 Ha
2S+1: 1
HOMO level (alpha / beta): -0.5309 / -0.5195 hartree
Total charge: +1
Relative energy (zero: lowest compared OMol25 entry of this formula, charge and spin): 82.8 kcal per mole